ORCA calculation (ωB97M-V/def2-TZVPD) on a molecular structure, C9H21CeClI2NP2S.

Multiplicity   2
Total energy   -82215.410 eV
Energy above the lowest of the compared OMol25 structures with the same formula, charge and spin   0.0 kcal per mole
Net charge   +2
<S²>   0.78
LUMO level (spin up / spin down)   -9.27 / -11.12 eV

Atoms and positions in Å:
I: 2.66 -0.03 -1.42
I: -1.42 2.30 1.42
Ce: -0.22 -0.11 -0.21
P: -0.17 2.22 -2.05
C: 0.76 3.80 -2.01
C: 0.22 1.63 -3.74
H: 0.06 2.42 -4.49
H: -1.93 3.57 -3.12
H: -0.46 0.79 -3.94
H: -2.49 1.95 -2.53
H: 1.85 3.63 -2.02
H: 1.26 1.27 -3.77
C: -1.88 2.83 -2.29
H: 0.47 4.35 -2.92
H: -2.24 3.28 -1.35
H: 0.51 4.39 -1.12
P: -0.63 -2.62 1.22
C: 0.05 -3.33 2.76
C: -2.44 -2.79 1.49
H: -0.91 -3.73 -0.89
H: -0.66 -4.95 0.42
H: 0.74 -4.01 -0.22
C: -0.34 -3.97 0.02
H: -2.93 -2.61 0.53
H: -2.70 -3.80 1.86
H: -0.42 -4.32 2.88
H: -0.18 -2.69 3.62
H: -2.76 -2.04 2.22
H: 1.14 -3.44 2.69
Cl: -1.96 -1.06 -1.93
S: 2.75 2.32 2.10
C: 2.83 1.03 3.23
C: 2.00 0.00 2.88
N: 1.30 0.22 1.71
C: 1.61 1.42 1.20
H: 3.49 1.14 4.08
H: 1.85 -0.93 3.41
H: 1.21 1.86 0.29